Below is a molecular structure, C22H48AsF6N4O5PbS2Si3, with properties calculated with ωB97M-V/def2-TZVPD.

XYZ file:
```
92
Properties=species:S:1:pos:R:3:forces:R:3
Pb 1.06941 3.13746 -0.80577 0.0 0.0 0.0
O 2.17004 3.86775 1.49636 0.0 0.0 0.0
C 3.42192 4.58558 1.36490 0.0 0.0 0.0
C 3.21875 6.08570 1.42510 0.0 0.0 0.0
C 2.16617 6.59419 0.42976 0.0 0.0 0.0
C 2.55474 6.36695 -1.00399 0.0 0.0 0.0
C 3.29331 7.33022 -1.68283 0.0 0.0 0.0
C 3.70558 7.10471 -2.98258 0.0 0.0 0.0
C 3.37565 5.89957 -3.58998 0.0 0.0 0.0
C 2.64009 4.99194 -2.86416 0.0 0.0 0.0
N 2.22161 5.20804 -1.60338 0.0 0.0 0.0
H 1.90185 3.86803 2.42270 0.0 0.0 0.0
H 3.82989 4.28176 0.39972 0.0 0.0 0.0
H 4.11586 4.24677 2.13313 0.0 0.0 0.0
H 4.18102 6.56714 1.23529 0.0 0.0 0.0
H 2.91799 6.38147 2.43270 0.0 0.0 0.0
H 2.01342 7.66069 0.59107 0.0 0.0 0.0
H 1.21653 6.10376 0.64167 0.0 0.0 0.0
H 3.53738 8.25639 -1.17985 0.0 0.0 0.0
H 4.27763 7.85274 -3.51499 0.0 0.0 0.0
H 3.68204 5.66940 -4.60009 0.0 0.0 0.0
H 2.37702 4.03560 -3.30793 0.0 0.0 0.0
N -0.35827 3.54559 -2.83182 0.0 0.0 0.0
C -1.82128 3.29638 -2.65761 0.0 0.0 0.0
C -2.46129 4.26295 -1.67748 0.0 0.0 0.0
C -2.12583 4.04329 -0.21289 0.0 0.0 0.0
N -0.72379 4.45526 0.11384 0.0 0.0 0.0
H -0.22422 4.48098 -3.21221 0.0 0.0 0.0
H -0.02071 2.91209 -3.55422 0.0 0.0 0.0
H -1.94347 2.26564 -2.32404 0.0 0.0 0.0
H -2.31886 3.38169 -3.62431 0.0 0.0 0.0
H -3.54070 4.15321 -1.77465 0.0 0.0 0.0
H -2.23585 5.29723 -1.96577 0.0 0.0 0.0
H -2.24075 2.99560 0.05634 0.0 0.0 0.0
H -2.81084 4.61985 0.40907 0.0 0.0 0.0
H -0.60355 4.45199 1.12449 0.0 0.0 0.0
H -0.59960 5.42448 -0.17289 0.0 0.0 0.0
F -1.98048 -0.78406 3.08528 0.0 0.0 0.0
C -1.14728 0.02559 2.46720 0.0 0.0 0.0
F -1.29263 1.26716 2.91088 0.0 0.0 0.0
F 0.10621 -0.36884 2.67355 0.0 0.0 0.0
S -1.45499 0.01643 0.64795 -0.1 -0.1 0.0
O -0.49998 0.96003 0.10112 0.1 0.0 0.0
O -1.21792 -1.38719 0.19817 0.0 0.1 0.1
N -2.93184 0.37497 0.60759 0.1 0.1 -0.1
S -3.73710 0.52354 -0.79524 -0.1 0.0 0.1
O -4.26376 1.84447 -0.90700 0.0 0.0 0.0
O -2.98577 -0.04214 -1.87798 0.0 0.0 0.0
C -5.16420 -0.59694 -0.43369 0.0 0.0 0.0
F -6.09156 -0.40022 -1.34784 0.0 0.0 0.0
F -4.73727 -1.85786 -0.48243 0.0 0.0 0.0
F -5.64089 -0.33905 0.77106 0.0 0.0 0.0
C -2.73990 -4.43790 0.72398 0.0 0.0 0.0
Si -1.43176 -4.30278 -0.59899 -0.1 0.0 0.0
C -0.54435 -5.93439 -0.83436 0.0 0.0 0.0
C -2.12734 -3.58489 -2.16635 0.0 0.0 0.0
As 0.18604 -2.78711 0.33615 0.0 -0.1 -0.2
Si 1.45730 -2.20484 -1.64629 -0.1 0.1 0.0
C 1.73216 -3.73283 -2.67565 0.1 0.0 0.0
C 0.56317 -0.87503 -2.61547 0.0 0.0 0.0
C 3.07856 -1.56881 -0.97618 0.0 0.1 0.0
Si 0.22824 -7.30001 4.96642 0.0 -0.1 0.1
C 1.88307 -6.84169 5.56785 0.0 0.0 0.0
C 0.05700 -8.51855 3.62438 0.0 0.0 0.0
C -1.23144 -6.50517 5.70969 0.0 0.0 0.0
H -3.53951 -5.10716 0.39680 0.0 0.0 0.0
H -3.19242 -3.46805 0.93829 0.0 0.0 0.0
H -2.32621 -4.83610 1.65280 0.0 0.0 0.0
H -1.02395 -6.48698 -1.64567 0.0 0.0 0.0
H -0.62195 -6.54847 0.06478 0.0 0.0 0.0
H 0.50958 -5.83858 -1.09404 0.0 0.0 0.0
H -2.76586 -4.32693 -2.65278 0.0 0.0 0.0
H -1.35374 -3.30101 -2.87977 0.0 0.0 0.0
H -2.73190 -2.70120 -1.96002 0.0 0.0 0.0
H 0.81705 -4.11167 -3.13004 0.0 0.0 0.0
H 2.19867 -4.53924 -2.10761 0.0 0.0 0.0
H 2.42305 -3.47846 -3.48453 0.0 0.0 0.0
H -0.15441 -1.30350 -3.31560 0.0 0.0 0.0
H 1.31368 -0.33014 -3.19705 0.0 0.0 0.0
H 0.02660 -0.17223 -1.98020 0.0 0.0 0.0
H 3.65451 -2.36389 -0.49949 0.0 0.0 0.0
H 2.92687 -0.78028 -0.23557 0.0 0.0 0.0
H 3.69005 -1.16628 -1.78787 0.0 0.0 0.0
H 2.68354 -7.19941 4.92218 0.0 0.0 0.0
H 2.01612 -7.29686 6.55839 0.0 0.0 0.0
H 1.96733 -5.76267 5.71506 0.0 0.0 0.0
H 0.30005 -8.02332 2.67557 0.0 0.0 0.0
H -0.94915 -8.92850 3.55060 0.0 0.0 0.0
H 0.78362 -9.32626 3.74197 0.0 0.0 0.0
H -1.32891 -5.49498 5.29285 0.0 0.0 0.0
H -1.09956 -6.38334 6.78745 0.0 0.0 0.0
H -2.15333 -7.04850 5.50695 0.0 0.0 0.0
```
Forces are in eV/Å.

Lowest unoccupied orbital energy ... -7.807 eV
Frontier orbital gap ... 0.2713 Ha
Charge ... +3
M ... 993.2 g/mol
Energy relative to the best compared isomer or geometry (same formula, charge and spin) ... 9.2 kcal/mol